{"formula": "C71H46AlCl2F9O8PS", "method": "wB97M-V/def2-TZVPD", "symbols": ["C", "C", "Cl", "C", "Cl", "Al", "C", "C", "C", "F", "F", "C", "F", "F", "C", "F", "F", "C", "F", "F", "F", "P", "S", "C", "C", "C", "C", "C", "C", "H", "H", "H", "H", "H", "H", "H", "H", "H", "H", "H", "H", "H", "H", "C", "C", "C", "C", "C", "C", "C", "O", "C", "C", "C", "C", "C", "C", "C", "O", "H", "H", "H", "H", "H", "H", "H", "H", "C", "C", "C", "C", "C", "C", "C", "O", "C", "C", "C", "C", "C", "C", "C", "O", "H", "H", "H", "H", "H", "H", "H", "H", "C", "C", "C", "C", "C", "C", "C", "O", "C", "C", "C", "C", "C", "C", "C", "O", "H", "H", "H", "H", "H", "H", "H", "H", "C", "C", "C", "C", "C", "C", "C", "O", "C", "C", "C", "C", "C", "C", "C", "O", "H", "H", "H", "H", "H", "H", "H", "H"], "positions_angstrom": [[-6.8272, -0.2337, 11.2730], [-5.6033, -0.0418, 10.2334], [-3.9572, 0.2272, 11.0165], [-5.7691, -0.0838, 8.8283], [-7.5123, -0.3835, 8.2498], [-4.2186, 0.2031, 7.4667], [-4.8865, -0.6324, 5.7008], [-4.8513, 0.3791, 4.4531], [-4.4851, -0.3439, 3.0421], [-4.9336, -1.6908, 3.0781], [-5.3166, 0.3380, 2.0582], [-2.9241, -0.1616, 2.7269], [-2.7112, 1.1214, 2.1524], [-2.2633, -0.1221, 4.0022], [-2.2357, -1.3646, 1.9193], [-1.9433, -2.4238, 2.8110], [-0.9479, -0.8593, 1.4904], [-3.0062, -1.8268, 0.5792], [-3.7761, -3.0092, 0.7872], [-1.9911, -2.2287, -0.3557], [-3.7313, -0.8125, -0.0622], [-2.2697, -0.9603, 8.0337], [-0.6295, -0.1353, 7.3064], [-3.9702, 2.2374, 7.3585], [-5.1626, 3.1411, 7.8430], [-5.0354, 4.7022, 7.8366], [-3.7430, 5.4138, 7.3600], [-2.5691, 4.5374, 6.8575], [-2.6981, 2.9700, 6.8685], [-6.3691, -0.5507, 12.2682], [-7.2751, 0.8170, 11.4392], [-7.5964, -0.9950, 10.9235], [-5.9615, -1.0486, 5.7957], [-4.2173, -1.5441, 5.4719], [-5.9350, 0.7588, 4.3131], [-4.2156, 1.3167, 4.6129], [-2.0966, -1.2016, 9.4346], [-2.3461, -2.2737, 7.4114], [-6.1507, 2.7259, 8.2205], [-5.8957, 5.3498, 8.2102], [-3.6019, 6.5470, 7.3661], [-1.5760, 4.9812, 6.5041], [-1.7890, 2.3865, 6.5100], [4.5655, -0.6348, -5.6936], [4.3851, 0.5471, -6.4089], [3.4080, 1.4558, -6.0178], [2.5989, 1.1793, -4.9152], [2.7632, -0.0150, -4.2139], [3.7565, -0.9170, -4.5984], [1.8785, -0.3434, -3.0719], [2.0249, -1.3855, -2.4568], [0.8100, 0.6089, -2.6961], [-0.0668, 0.2864, -1.6590], [-1.0675, 1.1806, -1.2905], [-1.1861, 2.4029, -1.9493], [-0.3170, 2.7253, -2.9851], [0.6765, 1.8244, -3.3676], [1.5731, 2.1614, -4.4954], [1.4666, 3.2293, -5.0753], [5.3347, -1.3393, -5.9939], [5.0086, 0.7610, -7.2710], [3.2757, 2.3773, -6.5758], [3.8981, -1.8419, -4.0480], [0.0210, -0.6617, -1.1379], [-1.7522, 0.9251, -0.4887], [-1.9620, 3.1033, -1.6575], [-0.4191, 3.6770, -3.4967], [-7.0799, 0.5068, 0.0197], [-8.4317, 0.8459, -0.0001], [-9.0027, 1.3693, -1.1554], [-8.2198, 1.5670, -2.2930], [-6.8608, 1.2504, -2.2657], [-6.2952, 0.7090, -1.1105], [-6.0076, 1.5010, -3.4491], [-4.8209, 1.2216, -3.4280], [-6.6158, 2.1048, -4.6567], [-5.8130, 2.4002, -5.7596], [-6.3778, 2.9551, -6.9030], [-7.7468, 3.2084, -6.9529], [-8.5489, 2.9207, -5.8543], [-7.9828, 2.3771, -4.7001], [-8.8399, 2.1076, -3.5229], [-10.0380, 2.3334, -3.5650], [-6.6379, 0.0900, 0.9184], [-9.0411, 0.7000, 0.8860], [-10.0572, 1.6265, -1.1657], [-5.2432, 0.4490, -1.0884], [-4.7462, 2.2024, -5.7286], [-5.7507, 3.1887, -7.7575], [-8.1883, 3.6347, -7.8481], [-9.6141, 3.1247, -5.8973], [6.3735, 1.4142, -3.1240], [6.1506, 2.7678, -2.8808], [7.1755, 3.6879, -3.0717], [8.4322, 3.2549, -3.4956], [8.6622, 1.8962, -3.7157], [7.6263, 0.9777, -3.5400], [10.0041, 1.4173, -4.1180], [10.2053, 0.2310, -4.3142], [11.1006, 2.4008, -4.2699], [12.3845, 1.9586, -4.5925], [13.4176, 2.8762, -4.7503], [13.1708, 4.2386, -4.5958], [11.8945, 4.6827, -4.2691], [10.8588, 3.7632, -4.0960], [9.5117, 4.2437, -3.7132], [9.2963, 5.4358, -3.5737], [5.5703, 0.6979, -2.9837], [5.1758, 3.1060, -2.5442], [6.9943, 4.7417, -2.8856], [7.7952, -0.0787, -3.7226], [12.5830, 0.8988, -4.7174], [14.4163, 2.5296, -4.9960], [13.9758, 4.9548, -4.7261], [11.7094, 5.7449, -4.1453], [6.1626, -7.8180, 2.3721], [6.1907, -8.7236, 1.3137], [5.2661, -8.6166, 0.2809], [4.3013, -7.6091, 0.3095], [4.2581, -6.7175, 1.3812], [5.1985, -6.8169, 2.4076], [3.2086, -5.6742, 1.4487], [3.1731, -4.8933, 2.3829], [2.1997, -5.6016, 0.3682], [1.1709, -4.6615, 0.4463], [0.2261, -4.5775, -0.5712], [0.3107, -5.4248, -1.6738], [1.3305, -6.3662, -1.7529], [2.2718, -6.4631, -0.7270], [3.3322, -7.4922, -0.8039], [3.4047, -8.2378, -1.7671], [6.8904, -7.8965, 3.1734], [6.9357, -9.5125, 1.2931], [5.2961, -9.3218, -0.5436], [5.1781, -6.1177, 3.2374], [1.1009, -3.9960, 1.3011], [-0.5759, -3.8495, -0.5063], [-0.4226, -5.3537, -2.4708], [1.3880, -7.0267, -2.6123]], "forces_ev_per_a": [[1.609, 0.855, 0.214], [-2.298, -0.719, -1.966], [-1.869, -0.146, -1.022], [0.856, 0.054, 3.380], [1.538, 0.327, 0.614], [-1.696, 0.811, -0.663], [0.135, -0.559, -0.832], [-1.020, -0.361, -0.241], [-2.177, 1.434, 1.856], [1.407, 2.376, -0.790], [2.611, -1.553, 1.590], [0.417, 0.789, 1.702], [-0.437, -3.089, 0.731], [-1.325, -0.284, -3.057], [2.466, 0.703, 0.664], [-1.204, 2.234, -2.488], [-2.906, -1.117, 0.752], [0.596, -2.210, -2.005], [1.600, 3.571, -0.481], [-2.471, 1.058, 2.022], [1.560, -2.581, 2.053], [0.602, -0.766, -0.009], [0.456, 0.384, -0.238], [0.108, 4.037, 0.174], [3.214, 2.599, -1.181], [2.577, -1.788, -0.986], [0.281, -3.990, -0.275], [-3.045, -1.939, 1.290], [-2.325, 2.563, 0.949], [-0.730, 0.302, -1.288], [0.387, -1.758, -0.315], [1.121, 1.193, 0.310], [1.733, 0.641, -0.136], [-0.928, 1.290, 0.289], [1.776, -0.551, -0.001], [-0.640, -1.466, -0.357], [-0.234, -0.377, -0.542], [-0.251, 0.466, 0.825], [1.563, 0.366, -0.571], [1.265, -1.068, -0.573], [-0.480, -1.817, 0.066], [-1.710, -0.564, 0.592], [-1.468, 0.691, 0.632], [-0.146, 0.038, 0.122], [-0.148, 0.073, 0.135], [0.224, -0.110, -0.135], [0.306, -0.199, -0.185], [0.304, -0.005, -0.284], [0.167, -0.026, -0.199], [-0.027, -0.792, 0.601], [0.022, 0.248, -0.211], [-0.287, 0.101, 0.172], [-0.217, 0.112, 0.130], [0.218, -0.069, -0.163], [0.120, -0.059, -0.090], [-0.198, 0.014, 0.165], [-0.200, 0.027, 0.191], [-0.224, 0.874, -0.363], [0.084, -0.289, 0.103], [-0.079, 0.065, 0.040], [-0.057, -0.007, 0.097], [-0.100, -0.070, 0.202], [-0.170, 0.153, 0.028], [0.139, 0.110, -0.152], [0.099, 0.070, -0.086], [0.075, -0.086, -0.038], [0.135, -0.180, -0.034], [-0.194, -0.093, -0.176], [0.025, 0.090, -0.348], [0.002, -0.077, 0.261], [0.038, -0.069, 0.263], [-0.080, -0.087, 0.305], [-0.142, 0.008, 0.155], [0.894, -0.270, 0.186], [-0.276, 0.102, -0.069], [-0.059, 0.192, -0.403], [-0.033, 0.103, -0.251], [-0.008, -0.092, 0.208], [-0.031, -0.074, 0.202], [0.100, 0.083, -0.226], [0.127, 0.112, -0.376], [-0.954, 0.122, 0.153], [0.309, -0.030, -0.068], [-0.449, 0.076, -0.603], [0.063, 0.007, -0.093], [0.158, 0.004, -0.175], [-0.185, 0.149, -0.175], [-0.168, -0.053, 0.161], [-0.053, -0.033, 0.097], [0.036, -0.043, 0.098], [0.133, -0.080, 0.183], [0.158, 0.030, -0.039], [0.195, 0.045, -0.066], [-0.229, -0.087, 0.045], [-0.292, -0.161, 0.090], [-0.328, 0.004, 0.076], [-0.223, 0.023, 0.069], [0.048, -0.940, -0.122], [-0.008, 0.307, 0.027], [0.384, 0.183, -0.047], [0.244, 0.110, -0.050], [-0.222, -0.062, 0.034], [-0.207, -0.033, 0.045], [0.250, -0.017, -0.049], [0.394, -0.017, -0.104], [-0.278, 0.942, 0.151], [0.107, -0.316, -0.052], [0.083, 0.069, -0.026], [0.098, -0.028, -0.043], [0.179, -0.113, -0.087], [0.136, 0.171, 0.005], [-0.207, 0.115, 0.038], [-0.112, 0.023, 0.023], [-0.092, -0.067, 0.018], [-0.146, -0.186, 0.033], [-0.167, 0.097, -0.078], [-0.169, 0.101, -0.109], [0.213, -0.092, 0.153], [0.280, -0.109, 0.260], [0.330, -0.261, 0.068], [0.188, -0.156, 0.057], [-0.113, 0.699, 0.729], [0.058, -0.252, -0.253], [-0.331, 0.095, -0.213], [-0.185, 0.064, -0.130], [0.153, -0.060, 0.086], [0.199, -0.106, 0.100], [-0.211, 0.132, -0.052], [-0.246, 0.180, -0.075], [-0.044, -0.529, -0.790], [0.020, 0.158, 0.257], [-0.083, 0.020, -0.076], [-0.074, 0.082, -0.011], [-0.133, 0.193, 0.031], [-0.153, -0.021, -0.179], [0.158, -0.141, -0.061], [0.208, -0.173, -0.004], [0.082, -0.004, 0.080], [0.130, 0.009, 0.195]], "lowdin_charge": [-0.164, -0.708, 0.524, -0.608, 0.467, 0.128, -0.243, -0.146, -0.266, 0.055, -0.028, -0.209, 0.088, 0.061, -0.176, 0.109, 0.059, -0.281, 0.099, 0.052, 0.114, 0.174, -0.054, -0.189, -0.082, -0.099, -0.112, -0.088, -0.099, 0.055, 0.086, 0.051, 0.049, 0.054, 0.133, 0.110, -0.113, -0.074, 0.069, 0.068, 0.071, 0.074, 0.031, -0.067, -0.060, 0.001, -0.086, -0.090, -0.011, -0.280, 0.103, -0.081, 0.015, -0.036, -0.040, 0.004, -0.089, -0.282, 0.096, 0.108, 0.107, 0.120, 0.123, 0.108, 0.088, 0.112, 0.120, -0.037, -0.041, 0.001, -0.090, -0.081, 0.015, -0.279, 0.099, -0.083, 0.001, -0.062, -0.064, -0.001, -0.084, -0.282, 0.095, 0.084, 0.110, 0.119, 0.098, 0.120, 0.105, 0.105, 0.119, -0.050, -0.045, 0.006, -0.086, -0.085, 0.007, -0.280, 0.100, -0.084, 0.001, -0.061, -0.061, 0.001, -0.084, -0.280, 0.101, 0.101, 0.111, 0.122, 0.121, 0.120, 0.106, 0.106, 0.120, -0.062, -0.064, -0.002, -0.085, -0.082, 0.003, -0.279, 0.111, -0.081, 0.019, -0.041, -0.049, 0.000, -0.088, -0.282, 0.093, 0.106, 0.104, 0.119, 0.122, 0.124, 0.085, 0.108, 0.118], "total_charge": -1, "homo_lumo_gap_ev": 4.9, "largest_force_ha_per_bohr": 0.084, "energy_ev": -166976.2947}